(1)
Computed, not measured: a cluster of 11 separate species, H22O11 in total in a non-equilibrium geometry, with ωB97M-V/def2-TZVPD.

Its SMILES is O.O.O.O.O.O.O.O.O.O.O. Its total charge is 0. The calculation puts the frontier orbital gap at 8.99 eV. As for the energy above the lowest of the compared OMol25 structures with the same formula, charge and spin: 59.14 kcal/mol. The molar mass comes out at 198.2 g/mol.

Element x y z (Å)
O 13.433 13.562 -22.015
H 13.492 13.401 -21.062
H 13.342 14.513 -22.076
O 11.648 15.158 -23.781
H 11.846 16.058 -24.034
H 11.580 15.199 -22.840
O 9.076 11.033 -21.569
H 8.902 11.065 -20.615
H 9.884 11.609 -21.614
O 11.322 10.028 -24.626
H 11.631 9.349 -24.045
H 11.445 10.832 -24.131
O 9.248 13.552 -23.894
H 9.848 14.205 -24.155
H 8.450 14.004 -23.528
O 15.861 13.053 -22.792
H 14.930 13.204 -22.669
H 16.031 12.330 -23.428
O 12.415 11.392 -20.316
H 11.765 10.718 -20.141
H 11.934 12.224 -20.310
O 11.426 12.117 -23.058
H 10.589 12.551 -23.132
H 12.015 12.776 -22.780
O 7.931 11.717 -25.180
H 7.002 11.891 -24.932
H 8.461 12.330 -24.615
O 13.684 12.964 -25.077
H 12.725 12.976 -24.979
H 14.104 13.751 -24.701
O 13.899 9.796 -22.086
H 13.896 9.953 -23.030
H 13.421 10.558 -21.799

natural (NBO) population analysis, charges in e, atoms 1 to 6: -0.94 0.50 0.48 -0.95 0.49 0.46

***

(2)
Computed, not measured: a structure of composition C10H4N2O4V in a non-equilibrium geometry, with ωB97M-V/def2-TZVPD.

Its total charge is +3. The calculation puts the frontier orbital gap (spin up / spin down) at 3.55 / 3.70 eV. The spin multiplicity is 3. As for the energy above the lowest of the compared OMol25 structures with the same formula, charge and spin: 0.00 kcal/mol. The molar mass comes out at 267.1 g/mol. The expectation value of S² is 2.030.

Element x y z (Å)
V 0.043 -0.164 -2.211
O -0.570 3.235 -1.882
C -0.373 2.115 -1.964
C 1.799 -0.781 -2.146
O 2.900 -1.178 -2.156
C -1.423 -1.319 -2.006
O -2.335 -2.042 -1.898
C -0.040 0.010 -4.125
O -0.046 0.026 -5.294
N -0.064 0.005 5.440
C -0.051 0.008 4.261
C -0.023 0.010 2.820
C 1.189 -0.128 2.135
C 1.185 -0.126 0.740
N 0.048 -0.023 0.028
C -1.122 0.136 0.682
C -1.190 0.158 2.069
H 2.125 -0.243 2.667
H 2.131 -0.219 0.206
H -2.027 0.243 0.077
H -2.156 0.277 2.559

natural (NBO) population analysis, charges in e, atoms 1 to 6: 0.93 -0.20 0.55 0.52 -0.11 0.53

***

(3)
Computed, not measured: an isolated molecule of C16H18N2O3S in a non-equilibrium geometry, with ωB97M-V/def2-TZVPD.

Its SMILES is CCOc1ccc(-c2csc(NC(=O)[C@H]3CCCO3)n2)cc1. Its total charge is 0. The calculation puts the frontier orbital gap at 8.49 eV. As for the energy above the lowest of the compared OMol25 structures with the same formula, charge and spin: 36.34 kcal/mol. The molar mass comes out at 318.4 g/mol.

Element x y z (Å)
C -6.267 -0.740 -0.742
C -5.737 0.325 0.214
O -4.553 0.937 -0.257
C -3.367 0.280 -0.179
C -2.281 0.930 -0.772
C -1.025 0.371 -0.742
C -0.804 -0.858 -0.115
C -1.888 -1.501 0.476
C -3.153 -0.946 0.446
H -3.962 -1.481 0.918
H -1.751 -2.453 0.964
C 0.539 -1.420 -0.095
C 0.955 -2.552 0.552
S 2.634 -2.829 0.326
C 2.672 -1.351 -0.642
N 1.536 -0.778 -0.774
N 3.838 -0.960 -1.280
C 4.791 -0.078 -0.872
O 5.760 0.148 -1.561
C 4.590 0.625 0.468
O 3.528 0.089 1.232
C 2.551 1.094 1.466
H 1.565 0.625 1.442
H 2.717 1.530 2.461
C 2.755 2.134 0.370
H 2.362 3.109 0.643
H 2.281 1.792 -0.550
C 4.274 2.114 0.228
H 4.629 2.445 -0.745
H 4.739 2.724 1.003
H 5.532 0.498 1.020
H 4.047 -1.409 -2.165
H 0.384 -3.231 1.150
H -0.192 0.875 -1.206
H -2.456 1.880 -1.252
H -6.454 1.146 0.289
H -5.585 -0.091 1.218
H -6.443 -0.300 -1.720
H -5.554 -1.552 -0.855
H -7.203 -1.141 -0.361

natural (NBO) population analysis, charges in e, atoms 1 to 6: -0.64 -0.06 -0.49 0.31 -0.26 -0.16

***

(4)
Computed, not measured: a cluster of 2 separate species, H5PSi in total in a non-equilibrium geometry, with ωB97M-V/def2-TZVPD.

Its total charge is 0. The calculation puts the frontier orbital gap at 8.87 eV. As for the energy above the lowest of the compared OMol25 structures with the same formula, charge and spin: 62.77 kcal/mol. The molar mass comes out at 64.1 g/mol.

Element x y z (Å)
Si 0.114 -0.764 0.149
P 0.906 1.297 -0.509
H -0.902 -0.580 1.147
H -0.735 -1.449 -0.889
H 1.092 -1.830 0.875
H 0.672 2.088 0.553
H -1.145 1.238 -1.327

natural (NBO) population analysis, charges in e, atoms 1 to 6: 0.51 -0.04 -0.16 -0.12 -0.13 -0.03

***

(5)
Computed, not measured: a cluster of 2 separate species, C5H11NO in total in a non-equilibrium geometry, with ωB97M-V/def2-TZVPD.

Its SMILES is C/C=C/C=C/N.O. Its total charge is 0. The calculation puts the frontier orbital gap at 8.26 eV. As for the energy above the lowest of the compared OMol25 structures with the same formula, charge and spin: 47.37 kcal/mol. The molar mass comes out at 101.1 g/mol.

Element x y z (Å)
N 1.630 -1.434 -0.655
C 0.470 -0.681 -0.473
C 0.274 0.377 0.313
C -0.948 1.192 0.309
C -1.016 2.336 1.008
C -2.245 3.198 0.883
H 1.590 -2.430 -0.734
H 2.479 -1.098 -0.208
H -0.290 -1.068 -1.145
H 1.007 0.604 1.082
H -1.797 0.810 -0.241
H -0.190 2.650 1.630
H -2.434 3.392 -0.173
H -3.142 2.775 1.336
H -2.082 4.177 1.335
H 2.797 -4.339 -1.500
H 1.535 -5.294 -1.140
O 2.362 -5.167 -1.627

natural (NBO) population analysis, charges in e, atoms 1 to 6: -0.82 0.02 -0.32 -0.20 -0.19 -0.65

***

(6)
Computed, not measured: a cluster of 2 separate species, C4H11N3O2 in total in a non-equilibrium geometry, with ωB97M-V/def2-TZVPD.

Its SMILES is CN=C(N)N.CC(=O)O. Its total charge is 0. The calculation puts the frontier orbital gap at 9.27 eV. As for the energy above the lowest of the compared OMol25 structures with the same formula, charge and spin: 27.66 kcal/mol. The molar mass comes out at 133.2 g/mol.

Element x y z (Å)
C 1.951 2.143 -2.405
C 0.819 1.516 -1.547
O 0.074 1.945 -0.726
O 0.708 0.220 -2.015
H 1.281 2.641 -3.124
H 2.590 1.452 -2.938
H 2.414 2.871 -1.774
C 0.070 -2.387 0.409
C -1.163 -0.565 1.420
N -2.070 0.456 1.189
N -0.809 -1.312 0.462
N -0.640 -0.765 2.712
H -2.237 0.804 0.266
H -2.483 0.928 1.973
H -0.091 -0.121 -1.569
H -0.698 -1.696 3.083
H -0.787 -0.001 3.349
H 0.505 -2.819 1.333
H 1.051 -2.087 -0.032
H -0.485 -3.222 -0.066

natural (NBO) population analysis, charges in e, atoms 1 to 6: -0.72 0.81 -0.60 -0.71 0.24 0.24

***

(7)
Computed, not measured: an isolated molecule of C5H11N3O6 in a non-equilibrium geometry, with ωB97M-V/def2-TZVPD.

Its SMILES is CCO[C@@](O)(OC)C(=O)O/[N+]([O-])=N/N. Its total charge is 0. The calculation puts the frontier orbital gap at 9.98 eV. As for the energy above the lowest of the compared OMol25 structures with the same formula, charge and spin: 12.40 kcal/mol. The molar mass comes out at 209.2 g/mol.

Element x y z (Å)
C 0.904 0.138 1.739
C 1.544 -1.797 -2.055
C -0.846 2.627 -0.120
C 1.728 -0.360 -1.554
C 0.649 0.829 0.404
N -3.126 -2.023 0.983
N -1.808 -1.864 1.010
N -1.415 -0.875 1.648
O 0.028 -0.894 1.939
O 1.839 0.456 2.389
O -2.076 -0.056 2.208
O 1.616 1.751 -0.016
O -0.621 1.282 0.210
O 0.804 -0.361 -0.429
H 1.842 -2.018 -3.001
H 1.975 -2.474 -1.340
H 0.471 -1.906 -2.029
H -1.392 2.744 -1.057
H 0.075 3.078 -0.232
H -1.446 3.022 0.666
H 1.315 0.327 -2.267
H 2.909 -0.169 -1.257
H -3.597 -1.240 1.324
H -3.423 -2.336 0.048
H 2.051 2.122 0.787

natural (NBO) population analysis, charges in e, atoms 1 to 6: 0.77 -0.62 -0.25 -0.05 0.66 -0.61